Molecular formula: C29H59BF2N2O7P
Method: DFT, ωB97M-V/def2-TZVPD

Geometry (Å):
1 C 1.6677 2.7083 3.5854
2 C 1.5669 3.0364 2.0944
3 C 1.7455 1.7530 1.2577
4 C 0.9641 1.7887 -0.0756
5 C 1.9284 1.9819 -1.2560
6 C -0.0615 0.6615 -0.1511
7 F -0.8425 0.8699 0.9894
8 C 0.3636 -0.8525 -0.0244
9 P 2.1600 -1.3437 -0.2318
10 N 2.9653 -1.1720 1.0952
11 C -0.7265 -1.6312 -0.8035
12 C -1.9678 -1.6334 0.1493
13 C -3.2195 -2.3904 -0.2498
14 C -4.2767 -2.1758 0.8334
15 F -3.0144 -3.7538 -0.3775
16 O -0.4502 -2.9337 -1.1471
17 C -0.0268 -3.7975 -0.1020
18 C 0.9532 -4.8399 -0.6526
19 N -0.9466 -0.7621 -2.0097
20 C -2.1593 -1.0246 -2.8125
21 O -2.2926 -2.4146 -2.9671
22 C -3.2322 -2.7257 -3.9549
23 C -2.7705 -3.6115 -5.0662
24 O -4.3794 -2.2625 -3.8807
25 C 0.2267 -0.7614 -2.9765
26 B 0.6704 -2.1377 -3.6729
27 O 1.7093 -2.8227 -3.0962
28 O 0.0875 -2.5545 -4.8326
29 C -0.9413 0.6567 -1.4366
30 C -2.2592 1.4124 -1.2519
31 C -2.0265 2.9461 -1.2181
32 C -2.3897 3.6039 0.1049
33 C -2.0497 5.0972 -0.0119
34 C -3.8693 3.4623 0.4241
35 H 2.6904 2.4126 3.7939
36 H 1.0480 1.8461 3.8194
37 H 1.3437 3.5259 4.2140
38 H 0.6129 3.5029 1.8644
39 H 2.3888 3.7122 1.8823
40 H 2.8022 1.6433 1.0472
41 H 1.4743 0.8996 1.8634
42 H 0.3741 2.6963 -0.0130
43 H 2.8631 1.4649 -1.0892
44 H 1.5236 1.7686 -2.2414
45 H 2.1984 3.0338 -1.2765
46 H 0.2735 -1.0571 1.0331
47 H 2.6463 -0.6030 -1.3205
48 H 2.1966 -2.6711 -0.6677
49 H 3.3538 -2.0551 1.3985
50 H -1.6472 -1.9513 1.1321
51 H -2.3187 -0.6203 0.3057
52 H -3.6759 -2.0427 -1.1678
53 H -3.8291 -2.2071 1.8211
54 H -5.0760 -2.8937 0.7240
55 H -4.6841 -1.1757 0.7021
56 H 0.4606 -3.2930 0.7302
57 H -0.8606 -4.3318 0.3378
58 H 1.0303 -4.7169 -1.7258
59 H 0.5643 -5.8377 -0.4843
60 H 1.9193 -4.7859 -0.1656
61 H -3.0439 -0.6458 -2.3188
62 H -2.1076 -0.5416 -3.7828
63 H -3.6263 -4.2017 -5.3652
64 H -1.9400 -4.2446 -4.7951
65 H -2.5124 -2.9883 -5.9152
66 H -0.0146 -0.0722 -3.7765
67 H 1.1098 -0.3572 -2.5043
68 H 2.2934 -3.2432 -3.7285
69 H 0.6843 -3.0983 -5.3483
70 H -0.4036 1.3301 -2.0870
71 H -2.7904 1.1609 -0.3425
72 H -2.9583 1.2443 -2.0624
73 H -1.0091 3.2083 -1.4971
74 H -2.6705 3.4058 -1.9632
75 H -1.7969 3.2134 0.9289
76 H -0.9816 5.2389 -0.1493
77 H -2.3386 5.6215 0.8926
78 H -2.6151 5.5249 -0.8348
79 H -4.5032 3.6571 -0.4367
80 H -4.0922 2.4467 0.7507
81 H -4.1608 4.1027 1.2466
82 C 6.4987 -5.9593 0.7737
83 C 5.3049 -5.4098 0.0370
84 O 4.3465 -4.9651 0.6244
85 C 5.3594 -5.4402 -1.4720
86 H 6.3327 -5.8791 1.8447
87 H 6.6489 -7.0078 0.5128
88 H 7.3940 -5.3957 0.5077
89 H 5.4641 -6.4677 -1.8221
90 H 6.2095 -4.8558 -1.8268
91 H 4.4405 -5.0183 -1.8752
92 C 0.1769 7.4307 5.2738
93 C 0.1937 6.1888 6.1322
94 O 0.8187 5.2062 5.8108
95 C -0.6055 6.2335 7.4111
96 H 0.7881 7.2688 4.3891
97 H -0.8448 7.6592 4.9666
98 H 0.5765 8.2774 5.8332
99 H -1.6581 6.4143 7.1884
100 H -0.2368 7.0332 8.0548
101 H -0.5094 5.2844 7.9323

Forces on the atoms, in the same order (eV/Å):
-0.222 -0.235 -0.442
0.217 -0.743 0.478
-0.038 0.631 -0.040
0.626 -0.053 -0.021
-0.144 0.372 0.278
0.298 -1.520 -0.076
-0.494 0.183 -0.104
0.794 0.625 -0.610
0.677 -0.444 0.926
-0.277 0.275 -0.178
-0.777 -0.518 2.656
-0.426 0.463 -1.154
-0.952 0.007 0.859
0.495 0.448 -0.292
0.288 -0.218 -0.111
0.714 0.598 -1.060
0.617 -1.209 0.596
-0.536 -0.069 -0.010
0.717 1.077 -1.032
-1.430 -0.689 0.310
0.430 -0.044 -1.345
-3.104 1.070 0.436
-0.401 -0.132 0.420
3.330 -0.922 -0.079
0.063 -1.094 -0.319
-0.207 -0.764 0.579
0.293 0.880 -0.343
0.208 0.912 -0.072
-0.399 1.832 0.947
-0.336 0.390 -0.037
-0.202 -0.366 0.254
0.080 1.128 -0.087
-0.130 -0.448 0.238
0.085 -0.792 0.224
0.179 0.097 0.326
-0.197 -0.113 0.062
0.236 0.226 0.174
-0.125 0.216 -0.010
-0.145 0.447 -0.354
0.202 -0.264 -0.011
-0.130 -0.223 0.053
-0.423 0.029 -0.163
0.119 -0.329 -0.186
0.000 -0.150 -0.149
0.043 0.195 -0.021
-0.011 -0.199 0.245
-0.196 -0.048 -0.126
-0.379 0.203 -0.494
0.161 -0.029 0.131
0.237 -0.345 0.112
0.087 0.150 0.097
0.184 -0.125 -0.274
-0.080 -0.281 0.239
-0.147 -0.194 0.064
-0.191 0.114 0.048
-0.032 0.551 -0.065
-0.511 0.264 -0.155
0.253 0.054 -0.114
-0.065 -0.183 0.079
0.284 0.070 -0.134
0.092 0.152 0.294
0.408 0.268 -0.065
-0.132 -0.185 -0.072
0.204 -0.016 0.095
0.225 0.183 -0.078
-0.321 0.231 -0.025
-0.019 0.067 0.435
0.124 -0.508 -0.014
-0.145 -0.492 -0.249
0.187 -0.587 -0.843
0.038 -0.333 0.127
0.073 -0.239 -0.232
0.179 0.004 -0.050
-0.045 0.058 -0.243
0.058 -0.335 0.069
0.137 0.152 -0.212
-0.028 0.112 0.162
0.094 0.225 -0.216
-0.042 0.253 -0.154
-0.134 -0.134 0.018
-0.060 0.249 0.091
-0.149 0.065 0.158
0.137 -0.063 -0.014
-0.206 0.144 0.010
-0.190 0.096 0.033
-0.009 0.005 0.007
0.102 0.026 -0.085
0.045 -0.094 -0.084
0.130 0.011 -0.027
0.072 -0.110 -0.023
-0.012 0.001 0.016
0.125 -0.144 -0.121
-0.043 0.079 0.055
0.015 -0.056 -0.048
0.090 -0.203 0.000
0.012 -0.009 0.001
-0.016 0.103 0.095
-0.120 0.054 0.024
0.005 0.134 0.036
-0.101 0.083 -0.029
0.009 -0.009 -0.002

Results
LUMO energy: -0.091 hartree
maximum force: 3.5 eV Å⁻¹
E_tot: -2342.306218 Ha
total charge: +1


Molecular formula: C29H59Cl10N7O20
Method: DFT, ωB97M-V/def2-TZVPD

Geometry (Å):
1 C 0.3390 0.2193 5.6119
2 N 0.4143 -0.9291 4.6275
3 O 0.7436 -0.7194 3.4531
4 O 0.1681 -2.0521 5.1466
5 H 0.9716 0.1316 6.4951
6 H -0.7008 0.4030 5.8824
7 H 0.6524 1.1390 5.1179
8 C -4.5424 -1.1705 -0.8786
9 N -4.1600 -0.1696 -1.8938
10 O -4.0284 -0.5238 -3.0430
11 O -3.9521 0.9515 -1.4616
12 H -4.1807 -1.0631 0.1440
13 H -4.1077 -2.1175 -1.1986
14 H -5.6226 -1.3076 -0.8308
15 C -3.3100 5.1528 -2.4633
16 N -2.0206 4.5615 -1.9766
17 O -1.9986 3.3681 -1.8952
18 O -1.0207 5.2781 -1.8821
19 H -3.9226 5.3914 -1.5939
20 H -3.8710 4.3893 -3.0021
21 H -3.1544 6.0178 -3.1081
22 C 3.6520 -1.3988 -4.7042
23 N 4.2500 -2.7472 -4.6527
24 O 3.9212 -3.5310 -5.5498
25 O 4.9415 -3.0548 -3.6847
26 H 2.7192 -1.4541 -4.1431
27 H 3.4730 -1.1284 -5.7449
28 H 4.3539 -0.6935 -4.2592
29 C -3.6689 2.7691 1.7092
30 N -4.4935 3.9548 1.8221
31 O -5.3435 3.9863 2.7250
32 O -4.3434 4.8961 1.0745
33 H -3.3271 2.6752 0.6784
34 H -4.3293 1.9446 1.9778
35 H -2.8461 2.7903 2.4239
36 C -3.7498 -5.2687 1.1394
37 N -4.6945 -5.4920 -0.0296
38 O -4.7948 -6.6893 -0.4985
39 O -5.3016 -4.5327 -0.5160
40 H -3.2875 -4.2871 1.0350
41 H -3.0492 -6.0959 1.2528
42 H -4.4000 -5.2111 2.0124
43 C -1.3579 -4.6675 -2.6385
44 N 0.1123 -4.7003 -2.3851
45 O 0.3863 -5.3278 -1.3600
46 O 0.8996 -4.2374 -3.2219
47 H -1.5343 -3.6735 -3.0495
48 H -1.9540 -4.9852 -1.7830
49 H -1.5354 -5.4354 -3.3914
50 O 1.0816 0.6949 -4.1330
51 C 1.6012 1.6750 -3.6226
52 O 2.7804 1.5981 -2.9941
53 C 3.3151 2.8468 -2.5272
54 C 2.1224 3.7823 -2.5777
55 C 1.1343 3.1140 -3.5968
56 H 4.1865 3.0711 -3.1423
57 H 3.4675 2.8412 -1.4479
58 H 2.4888 4.7450 -2.9341
59 H 1.7082 4.0018 -1.5936
60 H 1.3858 3.5947 -4.5422
61 H 0.0946 3.3735 -3.3976
62 O -2.2104 -1.7345 1.0834
63 C -1.2396 -1.3000 0.4942
64 O -0.3381 -2.1621 0.0174
65 C 0.8674 -1.4652 -0.3258
66 C 0.6880 -0.0860 0.1730
67 C -0.8079 0.1160 0.2589
68 H 1.0043 -1.4130 -1.4059
69 H 1.7437 -1.9803 0.0675
70 H 1.2042 0.6171 -0.4806
71 H 1.2508 -0.0191 1.1040
72 H -1.3115 0.4328 -0.6544
73 H -1.1346 0.8010 1.0412
74 O 3.5807 2.6557 1.1620
75 C 3.8740 2.0242 2.2112
76 O 3.6567 0.7350 2.3107
77 C 4.2626 0.1625 3.4638
78 C 4.4279 1.4153 4.4078
79 C 4.4908 2.6092 3.4661
80 H 5.1790 -0.3128 3.1139
81 H 3.5214 -0.4953 3.9177
82 H 5.3617 1.4031 4.9698
83 H 3.5661 1.3977 5.0750
84 H 5.5322 2.9110 3.3546
85 H 3.9490 3.5115 3.7499
86 Cl -1.4037 0.2731 -6.9317
87 C -2.7221 0.5316 -5.6873
88 C -2.3250 1.5368 -4.5685
89 Cl -1.6450 2.9505 -5.3932
90 H -2.9494 -0.4579 -5.2907
91 H -3.5626 0.8933 -6.2797
92 H -1.5490 1.2306 -3.8669
93 H -3.2144 1.7905 -3.9918
94 Cl 0.3398 3.0641 2.4800
95 C 1.0020 4.7320 2.4304
96 C 0.2273 5.6366 1.4645
97 Cl -1.5394 5.7496 1.9588
98 H 1.9869 4.6186 1.9774
99 H 0.9596 5.1402 3.4402
100 H 0.2824 5.2054 0.4649
101 H 0.5762 6.6641 1.3616
102 Cl 2.9004 -4.2362 2.2904
103 C 1.2482 -4.9010 2.0841
104 C 0.7051 -5.2697 3.4915
105 Cl -0.9931 -5.8797 3.3785
106 H 1.3494 -5.7559 1.4156
107 H 0.6190 -4.1658 1.5824
108 H 0.7168 -4.4517 4.2118
109 H 1.2193 -6.0989 3.9773
110 Cl -3.4376 -0.6153 4.7101
111 C -4.3465 -0.6936 3.1473
112 C -5.7255 -0.2391 3.5195
113 Cl -6.7536 -0.3987 2.0624
114 H -4.3034 -1.7084 2.7518
115 H -3.8072 -0.1335 2.3835
116 H -5.7025 0.8328 3.7157
117 H -6.2034 -0.7808 4.3358
118 Cl 4.9178 -0.7796 -0.7078
119 C 6.0777 -2.1819 -0.6100
120 C 7.5169 -1.7284 -0.9436
121 Cl 8.6338 -3.1164 -1.0605
122 H 5.6511 -2.8732 -1.3368
123 H 5.9987 -2.6326 0.3793
124 H 7.7931 -1.1537 -0.0596
125 H 7.5829 -1.1153 -1.8424

Forces on the atoms, in the same order (eV/Å):
-0.109 1.287 -0.750
0.245 -1.797 0.907
-0.740 -0.385 2.095
0.578 2.566 -1.735
-0.158 -0.879 -0.214
0.022 -0.577 0.057
0.095 -0.241 -0.418
-0.255 -2.087 0.231
0.336 0.292 1.434
-0.195 0.073 -0.004
-0.047 0.212 -0.538
0.194 1.072 -0.431
-0.224 0.020 -0.271
0.021 0.306 -0.375
-0.722 0.105 0.228
0.809 1.337 -1.760
0.020 -1.202 0.795
-1.145 -0.293 0.376
0.285 0.251 0.128
0.470 -0.132 0.007
0.357 -0.100 0.374
0.289 0.552 -0.111
-0.325 -1.700 -0.339
0.649 0.992 1.078
-0.420 0.457 -0.867
0.098 0.146 -0.068
-0.127 -0.262 0.181
-0.216 -0.168 0.204
0.086 -1.241 -0.353
-1.915 1.755 1.564
1.071 -0.654 -0.745
0.462 -0.358 -0.599
0.098 0.067 0.176
0.137 0.014 -0.140
-0.022 0.389 -0.101
-0.800 0.184 -0.065
-0.469 -2.443 -2.236
0.423 3.867 1.797
1.090 -1.341 1.134
0.116 -0.165 -0.265
-0.223 0.167 -0.367
-0.010 -0.133 0.010
0.121 0.269 -1.077
0.365 -1.092 0.369
0.790 0.909 -0.957
-1.421 -0.610 1.737
-0.491 -0.195 0.121
0.524 0.569 0.199
0.116 0.233 -0.284
0.616 1.265 0.844
-1.033 -0.564 -0.573
0.700 -1.121 0.262
-1.403 -0.042 0.791
-0.328 0.982 -1.306
1.134 1.539 0.822
-0.121 0.244 0.222
1.165 -0.958 -0.181
-0.339 0.183 -0.163
-0.181 -0.500 -0.028
-0.212 -0.422 -0.398
0.151 -0.718 0.048
0.092 0.545 -0.514
-0.902 -0.967 1.289
0.252 -0.262 -0.115
0.620 -0.534 -1.427
1.384 1.599 0.212
-0.110 -0.150 0.463
-0.334 -0.529 -0.242
-0.265 -0.121 0.253
-0.163 0.095 -0.114
-0.684 0.368 0.419
0.315 0.183 -0.331
-0.014 -0.231 0.074
0.722 -1.704 3.127
-0.513 2.998 -3.725
-0.437 -0.537 -0.595
-0.258 1.424 0.838
0.603 -0.717 0.114
-0.346 -0.529 -0.043
-0.036 -0.179 0.451
0.438 -0.435 -0.308
-0.284 -0.398 0.333
0.141 0.343 0.081
-0.068 -0.031 -0.553
-0.142 -0.196 0.117
-0.468 -0.094 0.631
0.749 -0.076 0.122
-0.127 -0.724 -0.905
-0.308 0.916 0.124
0.025 0.236 0.054
0.044 0.112 0.301
-0.084 -0.496 -0.309
0.088 0.199 -0.191
-0.001 0.137 0.057
-0.442 0.727 -0.768
-0.871 -0.687 0.046
1.002 0.039 -0.377
0.251 0.056 0.549
0.354 -0.198 -0.105
-0.400 -0.071 0.021
0.232 -0.157 0.547
-0.092 0.129 -0.025
-0.308 -0.318 0.786
0.032 -0.315 -0.296
0.123 0.267 -0.138
-0.119 -0.044 0.275
0.102 0.101 0.222
-0.132 0.231 -0.459
0.332 0.089 -0.440
0.322 -0.092 -0.383
0.481 -0.781 0.452
-0.226 0.792 -0.853
-0.265 -0.105 -0.175
-0.139 -0.139 0.467
-0.270 0.451 0.335
-0.114 -0.115 0.346
0.320 -0.027 -0.162
0.572 -0.202 0.288
-0.284 -0.195 -1.000
-1.047 0.127 0.988
-0.257 0.139 -0.029
0.383 -0.045 0.007
0.114 0.246 -0.040
0.513 0.187 -0.325
-0.081 -0.260 0.086

Results
LUMO energy: -0.025 hartree
maximum force: 4.8 eV Å⁻¹
energy relative to the best compared isomer or geometry (same formula, charge and spin): 0.0 kJ/mol
E_tot: -7629.754559 Ha
total charge: 0


Q: Among the records above, which one has the lowest LUMO energy?
A: C29H59BF2N2O7P